Density functional theory data (ωB97M-V with the def2-TZVPD basis set) for C63H51BaN3P4Se2Si as an isolated structure at a distorted geometry.

ORCA input file:
```
! wB97M-V def2-TZVPD RIJCOSX def2/J DEFGRID3
* xyz 0 1
Ba 0.160 2.215 0.459
Se 0.826 -1.522 -0.459
Se 2.317 0.238 6.454
P 0.660 -0.760 5.639
P 2.688 1.658 -2.031
P -2.368 1.546 -2.245
P 0.359 -2.093 1.528
Si 0.144 3.849 -1.977
N -0.483 1.443 2.719
N -0.152 1.111 3.946
N -0.333 0.402 1.894
C -2.132 -0.788 5.856
C 6.456 0.030 -2.645
C -4.581 3.315 -2.213
C 4.002 -3.317 2.803
C -2.408 3.320 -5.972
C 2.123 -0.555 -3.639
C 1.105 0.911 -5.770
C -3.365 -3.587 0.837
C -1.504 -3.629 2.902
C 3.002 3.423 -2.544
C 2.257 -4.523 5.628
C -1.924 2.644 -3.685
C -2.721 -2.578 -4.356
C -0.853 3.553 -3.609
C -4.091 2.053 -1.879
C -2.585 -0.071 -3.102
C -0.026 -4.754 6.356
C -0.921 -0.457 6.474
C 3.530 6.120 -3.138
C 1.677 -3.130 2.192
C 1.205 -5.325 6.060
C 1.574 -4.519 2.152
C 2.238 5.702 -2.821
C 4.881 0.885 -0.534
C 5.181 0.531 -2.887
C -2.131 0.389 8.372
C 1.926 4.353 -2.528
C 1.607 1.569 -4.645
C -1.347 4.230 -5.920
C -2.118 -2.987 0.656
C 0.245 -0.203 3.934
C -5.860 3.707 -1.819
C -3.334 0.055 7.762
C 0.838 -2.569 5.753
C 2.691 -5.306 2.430
C -2.744 -4.230 3.076
C 6.947 -0.041 -1.343
C -0.207 -3.379 6.208
C -6.176 1.589 -0.730
C 0.138 -0.642 2.602
C 4.379 0.970 -1.833
C 2.114 0.847 -3.571
C 1.136 -0.475 -5.838
C 6.159 0.392 -0.285
C 2.079 -3.152 5.477
C -1.453 -0.882 -3.200
C -0.923 0.135 7.728
C -1.518 -2.129 -3.821
C -3.788 -0.530 -3.649
C 4.561 5.188 -3.169
C 4.296 3.857 -2.871
C -4.898 1.203 -1.114
C -0.596 4.343 -4.758
C -3.335 -0.539 6.502
C -2.688 2.545 -4.865
C -1.192 -3.006 1.693
C -3.855 -1.770 -4.277
C -0.629 5.558 -1.502
C -6.661 2.845 -1.086
C 3.902 -4.706 2.748
C 1.658 -1.209 -4.773
C -3.678 -4.202 2.043
C 2.895 -2.529 2.522
H -0.844 -5.374 6.716
H -6.793 0.913 -0.149
H 4.775 -5.321 2.953
H 4.949 -2.849 3.059
H 3.728 7.168 -3.363
H -4.523 0.226 -0.822
H 0.750 -0.986 -6.714
H 0.632 -4.985 1.892
H 1.350 -6.396 6.182
H 1.607 2.652 -4.616
H -4.274 0.264 8.262
H 7.939 -0.437 -1.156
H -0.712 6.253 -2.353
H 1.693 -2.294 -4.823
H -3.965 3.995 -2.793
H -1.859 -2.509 -0.282
H -0.624 -2.749 -3.875
H -2.138 -1.234 4.864
H 7.068 -0.305 -3.476
H -1.118 4.851 -6.783
H -3.508 1.834 -4.919
H 5.577 5.496 -3.412
H -7.659 3.148 -0.789
H 0.691 1.494 -6.590
H -0.774 -3.655 3.703
H -0.061 6.074 -0.706
H 2.510 -1.136 -2.806
H -4.650 -4.670 2.179
H -1.650 5.393 -1.126
H -4.274 -0.794 6.017
H 4.261 1.209 0.295
H 1.444 6.450 -2.798
H -0.512 -0.535 -2.794
H 2.979 -1.448 2.544
H 3.227 -4.965 5.419
H -2.776 -3.552 -4.835
H -4.797 -2.108 -4.700
H -2.983 -4.718 4.017
H -6.227 4.691 -2.093
H 5.119 3.153 -2.882
H 2.613 -6.388 2.396
H -4.091 -3.573 0.028
H 0.230 5.057 -4.739
H -1.162 -2.939 6.466
H 2.908 -2.522 5.187
H -3.009 3.219 -6.874
H -4.685 0.078 -3.582
H 0.023 0.406 8.186
H 6.534 0.339 0.735
H 4.812 0.589 -3.905
H -2.130 0.858 9.350
*
```

Computed properties:
E_LUMO ... -0.002 Ha
DFT total energy ... -247050.1591 eV

***

Density functional theory data (ωB97M-V with the def2-TZVPD basis set) for one molecule with the formula C13H15ClN2O at a distorted geometry.

ORCA input file:
```
! wB97M-V def2-TZVPD RIJCOSX def2/J DEFGRID3
* xyz 0 1
Cl 2.488 1.195 -4.877
O 1.660 -1.670 -0.624
N 0.031 -0.010 -0.938
N 0.790 -0.498 1.169
C 1.826 0.077 -3.496
C -1.617 1.858 -0.195
C -0.668 -2.162 2.380
C -0.573 1.276 2.387
C -0.064 0.628 1.283
C -2.180 2.460 0.929
C -1.657 2.216 2.255
C -0.449 -0.323 -2.300
C 0.904 -0.788 -0.184
C 1.886 -1.888 2.695
C 0.663 -1.595 2.083
C 0.382 0.393 -3.428
C -0.597 0.908 -0.037
H -2.086 2.733 3.047
H -0.133 0.222 -4.414
H -0.087 0.977 3.322
H -0.404 -1.414 -2.384
H 2.244 0.400 -2.497
H -1.535 -0.210 -2.332
H 1.989 -2.454 3.559
H -3.005 3.117 0.813
H -1.181 -1.289 2.884
H 0.294 1.465 -3.152
H -1.245 -2.403 1.491
H 2.174 -0.997 -3.807
H -0.672 -3.055 3.118
H 2.772 -1.272 2.414
H -1.948 2.103 -1.162
*
```

Computed properties:
SMILES ... C=C(C)n1c(=O)n(CCCCl)c2ccccc21
E_LUMO ... 0.024 Ha
DFT total energy ... -31273.5284 eV

***

Density functional theory data (ωB97M-V with the def2-TZVPD basis set) for C5H6N2O2 as an isolated structure at a distorted geometry.

ORCA input file:
```
! wB97M-V def2-TZVPD RIJCOSX def2/J DEFGRID3
* xyz 0 1
O -2.214 1.566 0.113
O 1.870 1.296 -0.480
N -2.085 -0.739 -0.144
N -1.100 -1.659 -0.229
C -1.388 0.527 0.003
C 1.542 -1.003 0.066
C -0.164 0.223 0.257
C 1.228 0.488 0.498
C 0.062 -1.053 -0.045
H 1.258 1.334 -1.315
H 1.708 0.525 1.612
H 1.938 -1.650 0.740
H -3.033 -0.857 -0.075
H 2.074 -1.367 -0.770
H -1.696 2.368 -0.232
*
```

Computed properties:
E_LUMO ... 0.011 Ha
DFT total energy ... -12352.5105 eV

***

Density functional theory data (ωB97M-V with the def2-TZVPD basis set) for C4H12NO2S as an isolated structure at a distorted geometry.

ORCA input file:
```
! wB97M-V def2-TZVPD RIJCOSX def2/J DEFGRID3
* xyz -1 1
S -2.791 1.192 -0.781
O 2.116 -0.269 0.570
O 4.159 -0.747 1.770
N 0.271 1.110 -0.140
C 1.374 -1.096 -0.192
C 0.167 -0.234 -0.775
C -1.114 -1.005 -0.376
C -2.268 -0.210 0.187
H -2.019 2.132 -0.315
H 1.080 -1.858 0.443
H 1.217 1.344 -0.605
H -1.811 0.346 1.074
H -1.283 -1.856 -1.137
H 0.511 1.113 0.773
H -3.093 -0.904 0.409
H 3.272 -0.403 1.106
H 1.979 -1.526 -0.975
H 4.435 -0.095 2.312
H 0.127 -0.084 -1.912
H -0.804 -1.652 0.521
*
```

Computed properties:
E_LUMO ... 0.116 Ha
DFT total energy ... -20761.4847 eV

***

Density functional theory data (ωB97M-V with the def2-TZVPD basis set) for a 10-piece molecular cluster, C30H80O10 overall at a distorted geometry.

ORCA input file:
```
! wB97M-V def2-TZVPD RIJCOSX def2/J DEFGRID3
* xyz 0 1
O 1.250 -2.586 -5.302
O 1.126 -3.660 3.329
O 6.686 2.100 -0.254
O -4.478 4.782 -0.320
O -0.482 -3.415 -1.319
O 0.216 3.606 1.208
O -0.321 -1.695 1.222
O -1.684 4.302 -0.896
O -1.602 0.342 6.211
O 0.972 -4.503 -3.360
C -1.433 0.054 0.031
C -4.868 3.412 -0.039
C -3.858 0.510 5.409
C 0.612 -1.458 -4.643
C -6.372 3.241 -0.211
C 2.387 -3.852 2.643
C -2.804 -3.548 -0.701
C 1.061 -0.157 -0.054
C -1.960 0.055 3.851
C 0.922 -0.168 -5.404
C -1.917 3.468 -3.161
C 3.230 -2.586 2.783
C 3.053 -3.945 -2.271
C 5.526 2.747 0.273
C 2.080 -4.184 1.201
C 2.206 -5.037 -2.906
C -1.594 -4.311 -1.237
C 4.551 1.719 0.821
C -4.470 3.080 1.397
C 0.558 2.709 3.379
C -0.859 -1.752 -4.529
C 0.322 4.066 -2.131
C 6.007 3.703 1.330
C 2.970 -5.728 -4.033
C -0.278 3.677 2.554
C -2.399 0.813 5.099
C -1.148 4.390 -2.209
C -1.238 -5.454 -0.285
C -0.170 5.119 3.074
C -0.172 -0.313 0.782
H -1.583 3.598 -4.188
H 1.983 0.069 -5.328
H -3.732 -4.028 -1.028
H -2.180 1.868 4.950
H -4.363 2.723 -0.717
H -1.865 2.439 -2.806
H 6.703 3.196 2.001
H 0.103 -3.754 -2.041
H -4.549 0.972 4.696
H 3.005 -4.202 0.605
H 3.563 -3.363 -3.051
H 1.302 0.881 -0.275
H -0.866 5.229 3.917
H -3.385 2.981 1.464
H 2.862 -4.654 3.212
H -1.627 -0.604 -0.820
H -2.642 4.447 -0.978
H -0.896 0.205 3.692
H 2.355 -6.532 -4.447
H -1.870 -6.335 -0.406
H -2.551 0.331 2.976
H 1.567 3.069 3.576
H -0.204 -5.781 -0.423
H 0.804 4.778 -1.444
H 0.668 1.778 2.822
H -2.108 -1.026 3.948
H 4.383 0.916 0.102
H 4.235 -2.703 2.375
H -0.405 -2.202 0.397
H 2.723 -1.708 2.380
H -1.323 3.338 2.546
H 3.364 -2.410 3.856
H -5.231 5.323 -0.063
H 1.926 -0.585 0.462
H -1.012 -2.720 -4.040
H -1.861 -4.734 -2.211
H 3.173 -5.079 -4.894
H -6.730 3.799 -1.080
H -1.791 -0.598 6.304
H 3.918 -6.117 -3.663
H 1.053 -1.434 -3.636
H 1.480 -3.369 0.806
H -4.024 -0.566 5.281
H 0.530 3.088 -1.701
H -4.865 3.823 2.087
H -4.134 0.788 6.423
H -4.860 2.098 1.693
H 3.896 -4.375 -1.724
H -0.527 5.818 2.320
H 0.334 0.650 -4.993
H 0.817 4.262 -3.082
H 1.127 -3.897 -4.119
H -6.909 3.669 0.646
H -1.282 -5.077 0.740
H 2.015 -5.859 -2.212
H 2.440 -3.285 -1.663
H -2.876 -2.557 -1.163
H -2.798 -3.426 0.381
H -0.403 4.096 0.631
H 5.055 3.304 -0.549
H 5.161 4.120 1.878
H -6.634 2.186 -0.253
H 2.152 -2.345 -5.537
H 6.402 1.406 -0.855
H 0.836 5.329 3.424
H -0.188 0.293 1.682
H -1.322 -1.858 -5.513
H 0.765 -2.842 2.952
H 3.596 2.198 1.046
H 1.664 -5.177 1.050
H -1.242 5.434 -2.536
H 0.956 -0.743 -0.975
H 5.004 1.312 1.727
H -2.307 0.089 0.680
H -1.344 -0.994 -3.919
H 0.069 2.444 4.319
H 0.624 -0.315 -6.443
H -2.981 3.745 -3.126
H 6.558 4.538 0.893
H -1.333 1.078 -0.363
*
```

Computed properties:
SMILES ... CC(C)O.CC(C)O.CC(C)O.CC(C)O.CC(C)O.CC(C)O.CC(C)O.CC(C)O.CC(C)O.CC(C)O
E_LUMO ... 0.012 Ha
DFT total energy ... -52882.7248 eV

***

Density functional theory data (ωB97M-V with the def2-TZVPD basis set) for a 2-piece molecular cluster, C3H3NOS overall at a distorted geometry.

ORCA input file:
```
! wB97M-V def2-TZVPD RIJCOSX def2/J DEFGRID3
* xyz 0 1
S 0.331 2.182 -1.071
O -1.687 1.096 -2.406
N 0.115 -0.879 0.786
C -0.876 -1.226 0.199
C 1.277 -0.717 1.314
C -0.861 1.538 -1.753
H 1.810 0.003 0.793
H -1.851 -0.705 0.098
H 1.743 -1.293 2.039
*
```

Computed properties:
E_LUMO ... 0.021 Ha
DFT total energy ... -17529.5005 eV

***

Computed HOMO energy (eV) in order:
-6.28, -8.34, -8.69, -3.85, -9.54, -7.94
Computed energy above the lowest of the compared OMol25 structures with the same formula, charge and spin (kJ/mol) in order:
121.3, 142.0, 493.1, 248.8, 48.1, 235.4
Computed M (g/mol) in order:
1297.352, 250.729, 126.115, 138.212, 600.960, 101.130